Molecular formula: C9H21Cl2O2P2Ru
Method: DFT, wB97M-V/def2-TZVPD

Output
Spin multiplicity   5
Energy relative to the best compared isomer or geometry (same formula, charge and spin)   0.0 kJ/mol
Charge   +3
E_HOMO (alpha / beta)   -21.25 / -21.77 eV

Cartesian coordinates (Å):
C 1.40559 -2.12782 -0.95882
C 1.40901 -0.73521 -0.47271
H 2.43080 -2.51511 -0.89633
H 1.08341 -2.17813 -2.00316
H 0.73707 -2.77685 -0.38934
O 2.38316 -0.00315 -0.35722
Cl -1.57982 -1.55009 -0.89209
Ru -0.30513 0.23213 0.09917
P -0.17394 1.32247 -1.95753
C 0.99939 2.70063 -2.08345
C 0.21565 0.27154 -3.37388
H 0.05425 0.84454 -4.29288
H -1.84962 2.36176 -3.40370
H -0.44159 -0.60199 -3.34424
H -2.54816 1.27569 -2.14530
H 2.00858 2.32234 -1.89160
H 1.25805 -0.05601 -3.31912
C -1.79802 2.04495 -2.35628
H 0.95616 3.14058 -3.08690
H -1.96786 2.89111 -1.68203
H 0.76241 3.46254 -1.33363
P -0.24962 -0.88259 2.14489
C 0.81217 -0.13267 3.41447
C -1.91193 -0.91940 2.90570
H -0.41780 -3.16508 1.44851
H 0.07815 -3.03084 3.16677
H 1.26546 -2.73904 1.85962
C 0.21964 -2.62979 2.15719
H -2.62888 -1.09701 2.09669
H -1.98747 -1.71168 3.65999
H 0.73359 -0.68967 4.35711
H 0.52098 0.91221 3.57112
H -2.12028 0.05618 3.35833
H 1.84942 -0.15986 3.06295
Cl -2.31191 1.33891 0.65231
O 0.69987 2.77458 1.38906
C 0.40920 1.74980 0.89633

Results of the natural (NBO) charge analysis, in e, for atoms 1 through 4: C -0.7524; C 0.5134; H 0.3170; H 0.3236

Molecular formula: C9H21ClFN4O4P2
Method: DFT, wB97M-V/def2-TZVPD

Output
Charge   +1
E_HOMO   -12.29 eV

Cartesian coordinates (Å):
C -1.25152 -2.33387 -2.80042
C -1.13828 -0.96170 -2.12437
O -1.08785 0.04694 -3.13421
C 0.16759 -0.96722 -1.34089
N 0.49933 0.10657 -0.31784
P 2.47269 -0.14198 -0.30961
N 2.96941 1.14364 0.65903
O 2.53116 -1.38932 0.69330
C 0.30642 1.53757 -0.69415
N 0.95195 1.93043 -1.93052
C -1.16583 1.86147 -0.46891
C -1.55749 0.97066 0.70759
F -2.68150 0.24376 0.37380
Cl -2.12515 1.97095 2.08283
C -0.32283 0.00466 0.98068
C -0.93495 -1.40194 1.22211
C 0.00467 -2.49695 1.66955
O 0.25360 -3.42732 0.94668
P 0.71655 0.35216 2.58212
N 0.86142 2.03668 2.59893
O -0.39927 -0.03865 3.69550
H -1.34824 -3.14685 -2.08053
H -2.12327 -2.30916 -3.45900
H -0.38487 -2.48678 -3.44947
H -2.02580 -0.83565 -1.50337
H -1.93478 0.50101 -3.18002
H 0.27697 -1.92464 -0.83212
H 0.96688 -0.92344 -2.08906
H 3.70458 0.87902 1.31027
H 3.34924 1.86987 0.05333
H 2.87959 -1.20045 1.57795
H 0.81664 2.09488 0.10096
H 0.38854 2.60618 -2.42750
H 1.13366 1.15391 -2.55097
H -1.79185 1.66243 -1.33727
H -1.25229 2.91819 -0.22187
H -1.68417 -1.26619 2.00760
H -1.44507 -1.77896 0.34164
H 0.44160 -2.45499 2.67691
H 1.77142 2.31042 2.94475
H 0.12554 2.57579 3.03155
H -0.93443 0.70891 3.99503

Results of the natural (NBO) charge analysis, in e, for atoms 1 through 4: C -0.6280; C 0.0672; O -0.7328; C -0.3082

Molecular formula: C9H21FO5
Method: DFT, wB97M-V/def2-TZVPD

Output
Charge   0
E_HOMO   -10.62 eV

Cartesian coordinates (Å):
O -1.54436 4.44814 -2.59862
C -0.95259 3.41327 -2.69946
O -1.50688 2.31719 -3.26840
O 0.30916 3.27819 -2.23345
C 1.13177 2.18027 -2.65186
C 1.04715 1.07337 -1.61525
F 2.14106 0.21407 -1.73501
H -1.23060 1.49732 -2.83723
H 0.83623 1.81878 -3.63537
H 2.15019 2.56202 -2.73452
H 0.15081 0.46771 -1.80776
H 0.95891 1.45164 -0.60047
C 0.52288 -0.01657 3.87358
C 1.32270 0.34711 2.63300
C 2.24695 1.52840 2.88081
O 0.44867 0.61670 1.53405
H -0.10775 0.82340 4.17779
H -0.12833 -0.86785 3.67417
H 1.17975 -0.26838 4.70677
H 1.91224 -0.51404 2.31551
H 1.66611 2.41318 3.15584
H 2.81353 1.76728 1.98064
H 2.94932 1.31761 3.68784
H -0.09994 1.37245 1.77362
C -0.39600 -3.19992 -0.12687
C -1.47482 -2.23221 -0.58393
C -2.82715 -2.91124 -0.73007
O -1.09241 -1.60336 -1.80949
H -0.26974 -4.00184 -0.85988
H 0.55928 -2.68454 -0.02647
H -0.65244 -3.65210 0.83198
H -1.55191 -1.41591 0.13583
H -2.77454 -3.70428 -1.48131
H -3.58337 -2.19572 -1.05301
H -3.14855 -3.35611 0.21225
H -1.00530 -2.28400 -2.48526

Results of the natural (NBO) charge analysis, in e, for atoms 1 through 4: O -0.5705; C 0.9780; O -0.6975; O -0.5093

Molecular formula: C9H21INOP2PbS
Method: DFT, wB97M-V/def2-TZVPD

Output
Charge   +3
E_HOMO (alpha / beta)   -19.41 / -19.06 eV

Cartesian coordinates (Å):
C 0.58142 0.01413 -3.49278
I -2.50215 0.30208 -2.16890
H 1.60526 0.20372 -3.10984
H 0.34079 0.81631 -4.16568
H 0.47747 -0.98104 -3.89104
Pb 0.26633 -0.08202 -1.39740
P 0.15347 2.64800 -0.08192
C -1.54544 3.34851 -0.22813
C 0.64474 3.38398 1.52109
H 0.64707 4.47167 1.40828
H 0.80790 4.81037 -0.99762
H 1.64159 2.99659 1.74476
H 2.13330 3.59898 -1.12058
H -2.14176 2.99828 0.62331
H -0.03573 3.06814 2.31886
C 1.04774 3.75611 -1.24009
H -1.47688 4.44091 -0.21931
H 0.78182 3.55463 -2.29959
H -2.00335 2.99161 -1.16209
P 0.12651 -2.66176 0.36019
C -1.52327 -3.45934 0.31529
C 1.05972 -3.86044 -0.63461
H 1.61338 -2.70327 2.22910
H 0.74765 -4.27424 2.06320
H -0.05795 -2.83889 2.80444
C 0.65311 -3.18617 2.04820
H 2.15137 -3.64816 -0.55971
H 0.87072 -4.89008 -0.25062
H -1.39252 -4.54306 0.38799
H -2.01045 -3.19824 -0.63107
H 0.78300 -3.82295 -1.71617
H -2.13080 -3.09504 1.15146
C -1.58590 -0.37498 0.69600
O -2.58153 -0.13827 1.20350
S -0.02395 -0.05734 4.14277
C 0.68139 0.14352 2.70525
N 1.19595 0.26778 1.64348

Results of the Löwdin charge analysis, in e, for atoms 1 through 4: C -0.2743; I 0.8129; H -0.0101; H 0.0476

Molecular formula: C9H21N2OP
Method: DFT, wB97M-V/def2-TZVPD

Output
Energy relative to the best compared isomer or geometry (same formula, charge and spin)   0.0 kJ/mol
Charge   0
E_HOMO (alpha / beta)   -8.43 / -8.43 eV

Cartesian coordinates (Å):
C -1.17108 1.46816 0.32700
C -2.04405 -1.14050 -0.78325
C -3.45420 -1.43658 1.37584
C -3.97784 0.32338 -0.33062
C 3.18108 1.17316 -1.28758
C 2.55151 1.30119 1.16678
C 4.20293 -0.41260 0.20057
C -2.84973 -0.46518 0.32923
C 2.92460 0.37132 0.01324
N -1.83572 0.37884 1.07520
N -1.74774 2.70535 0.18361
O 0.04203 1.22857 -0.18261
P 1.47593 -0.77367 -0.13879
H -1.37190 -1.66002 -0.18966
H -2.70406 -1.87815 -1.38980
H -1.56936 -0.55287 -1.52517
H -3.84236 -0.65874 2.07494
H -2.88628 -2.12656 1.85318
H -4.36593 -1.96336 0.87339
H -3.46962 1.25221 -0.77697
H -4.27330 -0.34350 -1.07868
H -4.83413 0.74426 0.32646
H 2.36785 1.04776 -2.04207
H 3.31235 2.30429 -1.01714
H 4.05610 0.89809 -1.72126
H 1.85068 2.10231 0.72268
H 3.45833 1.72255 1.66374
H 2.09798 0.82199 1.98540
H 4.41061 -1.12140 -0.62419
H 5.13435 0.26791 0.31048
H 4.13014 -1.07818 1.15819
H -2.21946 0.74349 1.94893
H -2.75924 2.62982 0.48813
H 1.33554 -0.78056 -1.59497

Results of the natural (NBO) charge analysis, in e, for atoms 1 through 4: C 0.6968; C -0.6266; C -0.5955; C -0.6502

Molecular formula: C9H21NO4
Method: DFT, wB97M-V/def2-TZVPD

Output
Energy relative to the best compared isomer or geometry (same formula, charge and spin)   543.7 kJ/mol
Charge   0
E_HOMO   -8.09 eV

Cartesian coordinates (Å):
C -3.02188 1.30444 -0.86935
C -2.69176 -0.02328 0.09400
C -1.98053 0.28568 1.43495
C -3.97088 -0.78881 0.42892
O -1.87224 -0.85518 -0.76540
O -0.83918 -0.24811 -1.47837
C 0.28825 -0.98508 -1.24024
N 1.07499 -0.21764 -0.21487
C 1.72556 -1.13610 0.67535
C 2.93162 -1.86201 0.01290
O 4.11015 -1.12441 0.07145
C 1.95493 0.90049 -0.72652
C 2.25974 1.78128 0.46857
O 2.38481 3.01532 -0.27967
H -3.16208 1.01620 -1.97758
H -2.41034 2.11653 -0.45045
H -3.99146 1.68933 -0.41331
H -1.77117 -0.60676 1.88660
H -1.04628 0.96289 1.28829
H -2.38231 1.01850 2.15904
H -4.57720 -1.18659 -0.46373
H -4.60777 -0.10205 1.04277
H -3.76155 -1.58674 1.19393
H 0.13336 -2.01186 -0.91318
H 0.85244 -0.89816 -2.13462
H 1.02247 -1.88902 0.91811
H 2.32763 -0.87155 1.56154
H 3.01910 -2.70096 0.59672
H 2.59545 -2.25369 -0.99123
H 4.71759 -1.34145 -0.73487
H 2.86505 0.57059 -1.20254
H 1.44054 1.28334 -1.48351
H 1.35065 1.76009 1.08096
H 3.05902 1.33470 1.11852
H 1.97331 3.65008 0.30681

Results of the natural (NBO) charge analysis, in e, for atoms 1 through 4: C -0.6550; C 0.2585; C -0.6645; C -0.6352